No. 1
The following is a DFT calculation (ωB97M-V with the def2-TZVPD basis set) of C2H2ClNS2 as an isolated structure.

```
8
Properties=species:S:1:pos:R:3
C 0.5219 0.0947 0.4587
C 0.1156 -1.1336 0.1260
N -0.0109 0.3668 -1.9003
S 0.6367 1.3119 -0.7441
S -0.4390 -1.1074 -1.5013
Cl -1.5688 1.9643 1.6112
H 0.7287 0.6316 1.3944
H 0.0158 -2.1282 0.5555
```

Values from the calculation:
HOMO-LUMO gap (spin up / spin down): 5.45 / 5.45 eV
Charge: 0
Multiplicity: 1
Lowest unoccupied orbital energy (spin up / spin down): -2.551 / -2.550 eV
Relative energy (zero: lowest compared OMol25 entry of this formula, charge and spin): 20.8 kcal/mol

Löwdin atomic charge list, values in e, 4 entries: number 1, C, carries -0.552; number 2, C, carries -0.391; number 3, N, carries -0.704; number 4, S, carries 1.011

No. 2
The following is a DFT calculation (ωB97M-V with the def2-TZVPD basis set) of C5H13IN as an isolated structure.

```
20
Properties=species:S:1:pos:R:3
C 1.0641 -2.5160 -0.5163
C -0.8146 1.5248 1.3834
C -0.6322 1.8430 -1.1313
C 0.6227 -1.4534 0.4148
C -0.8895 0.9466 0.0332
N 0.7263 -0.1114 -0.0657
I -2.5401 -0.3673 -0.3695
H 0.5228 -2.4536 -1.4542
H 2.1272 -2.4459 -0.7391
H 0.8921 -3.3653 0.0257
H -0.2731 2.4330 1.3022
H -1.8353 1.6389 1.8622
H -0.1934 0.8757 2.0182
H -0.8442 1.2127 -1.9924
H 0.4657 2.1036 -1.2312
H -1.4135 2.6065 -1.0952
H 1.1634 -1.4448 1.3451
H -0.3946 -1.4848 0.7901
H 1.3502 0.4381 0.4980
H 0.8960 0.0197 -1.0781
```

Values from the calculation:
HOMO-LUMO gap: 10.10 eV
Charge: +1
Multiplicity: 1
Lowest unoccupied orbital energy: -3.825 eV
Relative energy (zero: lowest compared OMol25 entry of this formula, charge and spin): 33.4 kcal/mol

Löwdin atomic charge list, values in e, 4 entries: number 1, C, carries -0.042; number 2, C, carries -0.116; number 3, C, carries -0.150; number 4, C, carries -0.319

No. 3
The following is a DFT calculation (ωB97M-V with the def2-TZVPD basis set) of a 2-piece molecular cluster, C3H7O2Si overall.

```
13
Properties=species:S:1:pos:R:3
C 3.9848 -0.1496 -0.1307
C 0.3178 -1.1268 -0.6302
C -0.1990 0.3431 -0.5507
O 3.7099 -0.8065 -1.0731
O 4.5274 0.5147 0.6657
Si 0.8878 1.0824 0.8706
H 1.3731 -1.0125 -0.8464
H 0.1080 -1.5945 0.4440
H -0.1510 -1.7729 -1.3708
H -1.3104 0.3867 -0.4212
H 0.0689 0.7940 -1.4484
H 1.0020 0.0872 1.9292
H 0.1586 2.3780 1.2713
```

Values from the calculation:
HOMO-LUMO gap: 5.05 eV
Charge: -1
Multiplicity: 1
Lowest unoccupied orbital energy: 3.662 eV
Relative energy (zero: lowest compared OMol25 entry of this formula, charge and spin): 28.6 kcal/mol

Löwdin atomic charge list, values in e, 4 entries: number 1, C, carries -0.521; number 2, C, carries -0.270; number 3, C, carries -0.547; number 4, O, carries 0.107